[1]
The following is a quantum chemistry calculation of an isolated molecule of C5H8O2 at a distorted geometry, from OMol25.

Each atom is followed by the atoms it is bonded to, with distances in Å.
Cartesian coordinates (Å):
1 C 0.32 -1.44 0.22  C2 1.262, H8 1.132
2 C -0.32 -0.37 0.01  C1 1.262, C3 1.568, C5 1.520
3 C 0.41 1.02 0.07  C2 1.568, O6 1.365, H9 1.072, H10 1.121
4 C 2.37 0.00 0.38  O6 1.306, O7 1.331, H11 1.062
5 C -1.77 -0.05 -0.30  C2 1.520, H12 1.078, H13 1.106, H14 1.016
6 O 1.72 0.90 -0.29  C3 1.365, C4 1.306
7 O 3.38 -0.58 -0.26  C4 1.331, H15 1.015
8 H 0.44 -2.56 0.29  C1 1.132
9 H -0.14 1.75 -0.49  C3 1.072
10 H 0.21 1.23 1.15  C3 1.121
11 H 2.17 -0.17 1.41  C4 1.062
12 H -2.06 0.98 -0.43  C5 1.078
13 H -2.38 -0.58 0.46  C5 1.106
14 H -1.91 -0.40 -1.24  C5 1.016
15 H 3.76 -0.11 -1.08  O7 1.015

electronic energy = -9404.289 eV
LUMO (spin up / spin down) = 0.7 / 0.7 eV
gap between HOMO and LUMO (spin up / spin down) = 7.382 / 7.381 eV
max |F| = 4.47 eV/A
energy relative to the best compared isomer or geometry (same formula, charge and spin) = 534.79 kJ/mol

[2]
The following is a quantum chemistry calculation of an isolated molecule of C5H6O at a distorted geometry, from OMol25.

Each atom is followed by the atoms it is bonded to, with distances in Å.
Cartesian coordinates (Å):
1 O -1.06 2.26 -0.05  C2 1.199
2 C -0.65 1.13 0.01  O1 1.199, C3 1.552, C6 1.476
3 C -1.11 -0.23 -0.57  C2 1.552, C4 1.550, H7 1.094, H8 1.095
4 C 0.00 -0.90 0.29  C3 1.550, C5 1.482, C6 1.517, H9 1.085
5 C 1.28 -0.35 -0.22  C4 1.482, C6 1.531, H10 1.090, H11 1.074
6 C 0.44 0.48 0.76  C2 1.476, C4 1.517, C5 1.531, H12 1.085
7 H -2.13 -0.44 -0.23  C3 1.094
8 H -1.04 -0.36 -1.66  C3 1.095
9 H -0.16 -1.76 0.93  C4 1.085
10 H 1.34 -0.15 -1.29  C5 1.090
11 H 2.23 -0.40 0.28  C5 1.074
12 H 0.87 0.70 1.74  C6 1.085

electronic energy = -7327.731 eV
LUMO = 1.0 eV
structure (SMILES) = O=C1C[C@H]2C[C@@H]12
gap between HOMO and LUMO = 10.505 eV
max |F| = 1.17 eV/A
energy relative to the best compared isomer or geometry (same formula, charge and spin) = 149.85 kJ/mol

[3]
The following is a quantum chemistry calculation of a 3-piece molecular cluster, C4H4BrNO3 overall at a distorted geometry, from OMol25.

Each atom is followed by the atoms it is bonded to, with distances in Å.
Cartesian coordinates (Å):
1 Br -3.68 1.10 -0.16  C2 1.944
2 C -1.96 0.20 -0.14  Br1 1.944, C3 1.482, O4 1.373, H5 1.154
3 C -1.82 -0.96 0.76  C2 1.482, O4 1.415, H6 1.059, H7 1.131
4 O -1.06 0.22 0.90  C2 1.373, C3 1.415
5 H -1.33 0.29 -1.11  C2 1.154
6 H -2.61 -1.30 1.39  C3 1.059
7 H -1.00 -1.69 0.48  C3 1.131
8 O 2.13 -1.51 0.79  C9 1.143
9 C 2.87 -1.17 -0.02  O8 1.143, O10 1.153
10 O 3.55 -1.01 -0.93  C9 1.153
11 C 1.57 1.98 -0.75  N12 1.148, H13 1.041
12 N 2.05 0.95 -0.86  C11 1.148
13 H 1.30 2.91 -0.36  C11 1.041

electronic energy = -81885.322 eV
LUMO = 0.7 eV
structure (SMILES) = Br[C@@H]1CO1.O=C=O.C#N
gap between HOMO and LUMO = 11.127 eV
max |F| = 4.27 eV/A
energy relative to the best compared isomer or geometry (same formula, charge and spin) = 32.91 kJ/mol

[4]
The following is a quantum chemistry calculation of a 9-piece molecular cluster, C16H50O11 overall at a distorted geometry, from OMol25.

Each atom is followed by the atoms it is bonded to, with distances in Å.
Cartesian coordinates (Å):
1 O -1.11 -3.00 -1.74  C2 1.420, H5 0.963
2 C -0.73 -2.87 -3.10  O1 1.420, C3 1.493, H6 1.087, H7 1.100
3 C -1.68 -1.99 -3.85  C2 1.493, O4 1.431, H8 1.092, H9 1.092
4 O -3.00 -2.45 -3.58  C3 1.431, H10 0.962
5 H -2.00 -3.36 -1.68  O1 0.963
6 H 0.30 -2.53 -3.15  C2 1.087
7 H -0.77 -3.86 -3.58  C2 1.100
8 H -1.49 -2.09 -4.92  C3 1.092
9 H -1.57 -0.96 -3.50  C3 1.092
10 H -3.61 -1.74 -3.82  O4 0.962
11 O -0.94 2.54 -6.80  C12 1.431, H15 0.960
12 C -1.57 2.73 -5.53  O11 1.431, C13 1.503, H16 1.096, H17 1.090
13 C -1.72 1.37 -4.91  C12 1.503, O14 1.450, H18 1.089, H19 1.093
14 O -2.57 0.53 -5.74  C13 1.450, H20 0.965
15 H -1.44 2.95 -7.51  O11 0.960
16 H -0.90 3.36 -4.93  C12 1.096
17 H -2.54 3.22 -5.62  C12 1.090
18 H -2.24 1.43 -3.96  C13 1.089
19 H -0.74 0.90 -4.82  C13 1.093
20 H -2.11 0.52 -6.59  O14 0.965
21 C -1.18 0.53 -0.98  C22 1.513, H24 1.088, H25 1.098, H26 1.094
22 C -0.02 0.11 -0.11  C21 1.513, O23 1.432, H27 1.096, H28 1.093
23 O 0.68 -0.99 -0.70  C22 1.432, H29 0.968
24 H -1.89 1.23 -0.52  C21 1.088
25 H -1.78 -0.35 -1.25  C21 1.098
26 H -0.81 0.94 -1.93  C21 1.094
27 H -0.32 -0.13 0.91  C22 1.096
28 H 0.73 0.90 -0.03  C22 1.093
29 H 0.03 -1.63 -1.03  O23 0.968
30 C 0.78 1.01 4.73  C31 1.514, H33 1.090, H34 1.096, H35 1.091
31 C -0.47 1.71 4.24  C30 1.514, O32 1.410, H36 1.100, H37 1.093
32 O -1.61 1.39 5.01  C31 1.410, H38 0.963
33 H 1.68 1.40 4.26  C30 1.090
34 H 0.81 -0.07 4.51  C30 1.096
35 H 0.89 1.14 5.81  C30 1.091
36 H -0.64 1.53 3.17  C31 1.100
37 H -0.32 2.79 4.35  C31 1.093
38 H -1.72 0.43 5.03  O32 0.963
39 C 2.84 2.37 1.87  C40 1.513, H42 1.086, H43 1.091, H44 1.101
40 C 4.33 2.59 1.96  C39 1.513, O41 1.457, H45 1.083, H46 1.091
41 O 4.77 2.41 3.34  C40 1.457, H47 0.963
42 H 2.22 2.82 2.64  C39 1.086
43 H 2.65 1.30 1.78  C39 1.091
44 H 2.52 2.85 0.93  C39 1.101
45 H 4.69 3.58 1.71  C40 1.083
46 H 4.82 1.78 1.42  C40 1.091
47 H 4.46 1.55 3.63  O41 0.963
48 C -3.82 3.62 0.63  C49 1.511, H51 1.085, H52 1.097, H53 1.097
49 C -4.22 3.87 2.06  C48 1.511, O50 1.425, H54 1.099, H55 1.086
50 O -5.59 4.23 2.17  C49 1.425, H56 0.960
51 H -3.79 4.54 0.05  C48 1.085
52 H -4.53 2.92 0.18  C48 1.097
53 H -2.89 3.05 0.55  C48 1.097
54 H -3.60 4.67 2.48  C49 1.099
55 H -4.03 3.02 2.72  C49 1.086
56 H -5.65 5.19 2.17  O50 0.960
57 C 2.39 -5.22 1.14  C58 1.503, H60 1.091, H61 1.088, H62 1.096
58 C 1.87 -4.48 -0.06  C57 1.503, O59 1.434, H63 1.098, H64 1.094
59 O 0.86 -5.28 -0.70  C58 1.434, H65 0.964
60 H 2.91 -6.13 0.87  C57 1.091
61 H 1.60 -5.43 1.87  C57 1.088
62 H 3.16 -4.62 1.64  C57 1.096
63 H 2.69 -4.32 -0.77  C58 1.098
64 H 1.47 -3.50 0.22  C58 1.094
65 H 0.28 -4.68 -1.17  O59 0.964
66 C 4.01 -0.22 -0.64  O67 1.398, H68 1.099, H69 1.103, H70 1.090
67 O 3.37 -0.94 0.37  C66 1.398, H71 0.969
68 H 4.05 -0.64 -1.65  C66 1.099
69 H 3.53 0.77 -0.78  C66 1.103
70 H 5.05 -0.02 -0.37  C66 1.090
71 H 2.43 -1.01 0.13  O67 0.969
72 C 0.48 -2.86 3.20  O73 1.442, H74 1.092, H75 1.091, H76 1.093
73 O 0.89 -3.04 4.58  C72 1.442, H77 0.960
74 H 0.20 -3.82 2.76  C72 1.092
75 H -0.28 -2.09 3.13  C72 1.091
76 H 1.35 -2.51 2.63  C72 1.093
77 H 0.11 -2.96 5.14  O73 0.960

electronic energy = -39922.027 eV
LUMO = 0.3 eV
structure (SMILES) = OCCO.OCCO.CCO.CCO.CCO.CCO.CCO.CO.CO
gap between HOMO and LUMO = 10.156 eV
max |F| = 2.38 eV/A
energy relative to the best compared isomer or geometry (same formula, charge and spin) = 250.09 kJ/mol

Which value of electronic energy does entry 3 give? -81885.322 eV

Look up the energy relative to the best compared isomer or geometry (same formula, charge and spin) of the second one. 149.85 kJ/mol

Please write out number 1 again, unchanged.
The following is a quantum chemistry calculation of an isolated molecule of C5H8O2 at a distorted geometry, from OMol25.

Each atom is followed by the atoms it is bonded to, with distances in Å.
Cartesian coordinates (Å):
1 C 0.32 -1.44 0.22  C2 1.262, H8 1.132
2 C -0.32 -0.37 0.01  C1 1.262, C3 1.568, C5 1.520
3 C 0.41 1.02 0.07  C2 1.568, O6 1.365, H9 1.072, H10 1.121
4 C 2.37 0.00 0.38  O6 1.306, O7 1.331, H11 1.062
5 C -1.77 -0.05 -0.30  C2 1.520, H12 1.078, H13 1.106, H14 1.016
6 O 1.72 0.90 -0.29  C3 1.365, C4 1.306
7 O 3.38 -0.58 -0.26  C4 1.331, H15 1.015
8 H 0.44 -2.56 0.29  C1 1.132
9 H -0.14 1.75 -0.49  C3 1.072
10 H 0.21 1.23 1.15  C3 1.121
11 H 2.17 -0.17 1.41  C4 1.062
12 H -2.06 0.98 -0.43  C5 1.078
13 H -2.38 -0.58 0.46  C5 1.106
14 H -1.91 -0.40 -1.24  C5 1.016
15 H 3.76 -0.11 -1.08  O7 1.015

electronic energy = -9404.289 eV
LUMO (spin up / spin down) = 0.7 / 0.7 eV
gap between HOMO and LUMO (spin up / spin down) = 7.382 / 7.381 eV
max |F| = 4.47 eV/A
energy relative to the best compared isomer or geometry (same formula, charge and spin) = 534.79 kJ/mol